No. 1
Formula: C4H8MgO4
Source: the OMol25 dataset
Level of theory: the ωB97M-V functional and the def2-TZVPD basis

Calculated values
Energy above the lowest of the compared OMol25 structures with the same formula, charge and spin   9.0 kcal per mole
Energy   -658.28019 a.u.
Largest force on an atom   1.93 eV Å⁻¹
Total charge   -2

Cartesian coordinates (Å):
Mg1 -0.055818 0.111971 -0.006845
O1 0.238828 0.875257 1.785683
C1 -0.767015 0.293802 2.564528
C2 -1.300943 -1.078397 2.006362
O2 -1.503741 -1.179927 0.632409
H1 -1.644839 0.974614 2.665507
H2 -0.415360 0.211287 3.614114
H3 -2.141783 -1.560617 2.559422
H4 -0.508874 -1.830923 2.269323
O3 1.257416 -0.960483 -1.061668
C3 1.175068 -0.327020 -2.305669
C4 0.805165 1.157603 -2.252623
O4 -0.294644 1.478418 -1.474531
H5 0.427870 -0.855856 -2.948982
H6 2.137231 -0.514478 -2.834233
H7 0.824229 1.567283 -3.292400
H8 1.767214 1.637466 -1.920397

Atoms 1-6, force components in eV/Å:
Mg -0.30 -0.37 -0.16
O -0.68 -0.74 0.15
C -0.34 0.51 -0.30
C 1.09 -1.59 -0.20
O 0.12 1.37 0.56
H -0.12 0.09 -0.23

No. 2
Formula: C4H8N
Source: the OMol25 dataset
Level of theory: the ωB97M-V functional and the def2-TZVPD basis

Calculated values
Energy above the lowest of the compared OMol25 structures with the same formula, charge and spin   42.9 kcal per mole
Energy   -211.60276 a.u.
SMILES   C[C@]12C[N@H+]1C2
Largest force on an atom   4.15 eV Å⁻¹
Total charge   +1

Cartesian coordinates (Å):
C1 -1.565936 -0.016848 -0.104356
C2 -0.116501 0.035150 0.183963
C3 0.786868 1.105681 0.229094
N1 1.051721 -0.004743 -0.687410
C4 0.848936 -1.101468 0.306617
H1 -2.077588 0.888715 0.063608
H2 -2.017244 -0.694852 0.535689
H3 -1.811070 -0.389690 -1.027504
H4 0.650301 2.144040 -0.110036
H5 1.484823 1.070309 1.093951
H6 0.777092 0.053193 -1.651126
H7 1.531800 -0.946705 1.061333
H8 0.456799 -2.142788 0.106174

Atoms 1-6, force components in eV/Å:
C 1.03 0.54 0.60
C -2.38 -1.60 1.60
C 2.38 2.40 2.40
N 0.56 -0.51 -1.90
C -2.74 -0.22 -0.77
H -0.23 1.34 0.01

total charge of number 1 (C4H8MgO4)? -2

What is the largest force on an atom in the second record? 4.15 eV Å⁻¹

Number 1 is which compound? C4H8MgO4

Look up the total charge of the first one. -2